Below is a 4-piece molecular cluster, C29H42Br2N2O5S2 overall, with properties calculated with ωB97M-V/def2-TZVPD.

Last column: Löwdin charge in e.
Atoms and positions in Å:
O: 3.087 -0.054 4.786  0.040
C: 3.854 0.491 3.934  -0.244
C: 3.750 2.057 3.659  -0.135
C: 2.335 2.758 3.892  -0.162
C: 1.727 3.271 2.492  -0.261
C: 1.210 2.063 1.531  -0.433
S: -0.628 2.214 1.303  0.799
C: -1.348 1.538 2.878  -0.952
S: -1.484 2.517 4.231  0.665
N: -1.776 0.128 2.881  -0.172
C: -2.230 -0.643 4.040  -0.050
C: -2.561 -2.042 3.433  -0.100
N: -2.285 -2.068 1.977  0.015
C: -1.814 -0.732 1.714  -0.125
C: 4.943 2.712 3.222  -0.443
Br: 4.984 4.663 2.897  0.729
C: 6.338 1.932 2.961  -0.296
O: 7.450 2.534 3.025  -0.007
C: 6.226 0.366 2.667  -0.061
C: 7.295 -0.486 1.929  -0.527
Br: 8.944 0.311 1.205  0.685
C: 7.031 -2.031 1.770  -0.073
C: 5.763 -2.760 2.292  -0.034
C: 4.680 -1.894 3.015  0.017
C: 4.949 -0.375 3.170  -0.043
H: 2.330 3.564 4.706  0.129
H: 1.609 1.935 4.269  0.102
H: 2.443 3.898 1.861  0.066
H: 0.842 3.968 2.763  0.094
H: 1.688 2.220 0.489  0.088
H: 1.569 1.042 1.897  0.093
H: -2.339 -0.298 5.131  0.103
H: -2.956 -2.915 4.067  0.096
H: -1.497 -0.371 0.683  0.104
H: 7.830 -2.684 1.256  0.098
H: 5.587 -3.880 2.184  0.097
H: 3.715 -2.319 3.460  0.112
C: -4.965 -1.875 -2.347  -0.072
C: -4.014 -1.041 -1.508  -0.281
O: -2.769 -0.786 -2.148  -0.173
C: -2.823 -0.048 -3.361  -0.279
C: -3.389 1.352 -3.190  -0.081
H: -4.473 -2.785 -2.701  0.074
H: -5.846 -2.153 -1.764  0.082
H: -5.308 -1.325 -3.228  0.067
H: -3.780 -1.592 -0.592  0.101
H: -4.481 -0.102 -1.194  0.108
H: -3.375 -0.606 -4.124  0.107
H: -1.792 0.032 -3.717  0.117
H: -4.450 1.325 -2.932  0.067
H: -3.285 1.921 -4.117  0.077
H: -2.870 1.883 -2.387  0.074
C: -2.175 -5.494 -1.054  -0.076
C: -3.353 -6.439 -0.899  -0.278
O: -4.445 -6.127 -1.754  -0.167
C: -4.190 -6.192 -3.151  -0.289
C: -3.795 -7.579 -3.628  -0.084
H: -2.500 -4.453 -0.969  0.075
H: -1.422 -5.693 -0.288  0.077
H: -1.696 -5.608 -2.030  0.066
H: -3.734 -6.360 0.124  0.118
H: -3.046 -7.481 -1.036  0.105
H: -3.440 -5.447 -3.437  0.103
H: -5.121 -5.903 -3.647  0.117
H: -2.817 -7.872 -3.238  0.066
H: -3.742 -7.606 -4.719  0.076
H: -4.519 -8.325 -3.290  0.083
C: -0.744 5.333 -2.507  -0.075
C: 0.092 5.547 -1.258  -0.275
O: 1.190 4.649 -1.151  -0.186
C: 2.167 4.721 -2.181  -0.277
C: 2.863 6.069 -2.259  -0.079
H: -1.039 4.284 -2.601  0.075
H: -1.643 5.952 -2.476  0.079
H: -0.188 5.598 -3.410  0.068
H: -0.537 5.367 -0.381  0.113
H: 0.437 6.583 -1.185  0.109
H: 1.727 4.447 -3.146  0.108
H: 2.912 3.955 -1.950  0.117
H: 2.177 6.854 -2.587  0.067
H: 3.691 6.030 -2.971  0.078
H: 3.250 6.361 -1.279  0.082

The value obtained for the strongest force on any atom is 6.23 eV Å⁻¹. The net charge is 0. As for the SMILES: O=C1C(CCCSC(=S)n2ccnc2)=C(Br)C(=O)c2c(Br)cccc21.CCOCC.CCOCC.CCOCC. As for the energy above the lowest of the compared OMol25 structures with the same formula, charge and spin: 190.6 kcal/mol. Its HOMO energy is -8.695 eV. The calculated total energy comes out at -7559.9604 Ha. Its spin multiplicity is 1.

***

Below is C29H42BrClN2O3OsS2Si as an isolated structure, with properties calculated with ωB97M-V/def2-TZVPD.

Last column: Löwdin charge in e.
Atoms and positions in Å:
Os: 0.153 0.176 -2.536  0.878
S: 0.184 -1.942 -1.850  0.612
C: -0.280 -2.902 -3.227  -0.663
C: -0.438 -4.291 -3.126  -0.114
C: -0.772 -5.025 -4.240  -0.088
C: -0.946 -4.393 -5.478  -0.089
C: -0.776 -3.032 -5.593  -0.117
C: -0.437 -2.283 -4.460  -0.655
S: -0.171 -0.565 -4.580  0.725
H: -0.300 -4.770 -2.164  0.104
H: -0.902 -6.096 -4.160  0.103
H: -1.209 -4.977 -6.350  0.103
H: -0.896 -2.537 -6.549  0.105
C: 0.632 -2.490 4.564  -0.087
C: 0.730 -1.664 3.270  -0.619
C: 2.134 -1.043 3.205  -0.107
C: 0.628 -2.619 2.070  -0.118
Si: -0.619 -0.302 3.228  0.489
Br: -0.717 0.401 1.060  0.537
C: -2.393 -0.957 3.571  -0.627
C: -2.626 -1.127 5.082  -0.087
C: -2.608 -2.320 2.895  -0.104
C: -3.486 -0.030 3.016  -0.119
C: -0.169 1.276 4.226  -0.629
C: 0.260 0.908 5.657  -0.087
C: -1.370 2.229 4.318  -0.107
C: 0.966 2.077 3.567  -0.114
H: 1.466 -3.198 4.593  0.090
H: -0.287 -3.073 4.616  0.064
H: 0.695 -1.875 5.463  0.069
H: 2.869 -1.851 3.134  0.091
H: 2.378 -0.461 4.094  0.064
H: 2.259 -0.411 2.324  0.040
H: 1.429 -3.361 2.152  0.092
H: 0.762 -2.098 1.123  0.001
H: -0.315 -3.161 2.029  0.060
H: -1.878 -1.766 5.555  0.068
H: -3.604 -1.595 5.242  0.089
H: -2.635 -0.172 5.608  0.065
H: -1.991 -3.106 3.327  0.064
H: -2.410 -2.276 1.821  0.074
H: -3.654 -2.617 3.027  0.088
H: -3.449 0.977 3.424  0.057
H: -4.463 -0.454 3.271  0.087
H: -3.430 0.045 1.929  0.043
H: -0.501 0.336 6.190  0.068
H: 0.434 1.829 6.223  0.089
H: 1.188 0.337 5.676  0.064
H: -2.193 1.814 4.899  0.063
H: -1.745 2.506 3.330  0.075
H: -1.049 3.148 4.819  0.088
H: 1.893 1.517 3.479  0.060
H: 1.170 2.958 4.184  0.088
H: 0.686 2.426 2.573  0.050
O: 2.988 5.118 -4.896  0.071
C: 3.306 3.833 -5.097  -0.264
C: 4.502 3.554 -5.763  -0.011
C: 4.872 2.251 -6.015  -0.079
C: 4.061 1.190 -5.612  -0.085
C: 2.888 1.461 -4.940  -0.055
C: 2.494 2.771 -4.656  -0.068
C: 1.235 3.067 -3.925  -0.524
O: 0.789 4.229 -3.900  0.032
O: 0.556 2.133 -3.359  -0.263
H: 2.100 5.114 -4.459  0.074
H: 5.115 4.388 -6.078  0.117
H: 5.799 2.053 -6.537  0.104
H: 4.344 0.168 -5.825  0.101
H: 2.245 0.648 -4.635  0.047
Cl: 2.770 -0.550 -0.507  0.493
C: 1.974 0.563 -1.649  -0.767
H: 2.736 0.919 -2.333  0.001
H: 1.620 1.414 -1.045  0.017
N: -1.795 2.520 -2.539  0.045
C: -3.035 2.876 -2.228  -0.047
C: -3.667 1.776 -1.664  -0.035
C: -2.707 0.776 -1.662  -0.164
N: -1.569 1.238 -2.199  -0.186
H: -0.998 3.008 -2.968  0.133
H: -3.385 3.876 -2.418  0.132
H: -4.677 1.719 -1.299  0.104
H: -2.753 -0.240 -1.310  0.104

The value obtained for the strongest force on any atom is 0.45 eV Å⁻¹. The net charge is 0. As for the energy above the lowest of the compared OMol25 structures with the same formula, charge and spin: 5.1 kcal/mol. Its HOMO energy is -7.943 eV. The calculated total energy comes out at -5676.3431 Ha. Its spin multiplicity is 1.

***

Below is C29H42Cl5N6OS2Si2TeY as an isolated structure, with properties calculated with ωB97M-V/def2-TZVPD.

Last column: Löwdin charge in e.
Atoms and positions in Å:
Y: -0.560 -1.818 -0.655  1.154
N: -2.196 -0.407 3.664  -0.006
C: -1.629 -0.984 2.496  -0.949
S: -2.246 -0.317 0.968  0.397
N: -0.707 -1.851 2.654  -0.043
N: -0.184 -2.434 1.512  -0.219
C: 0.823 -3.319 1.811  -0.139
C: 1.351 -4.329 0.976  -0.191
C: 2.393 -5.152 1.482  -0.087
C: 2.903 -6.232 0.785  -0.158
C: 2.397 -6.553 -0.472  -0.148
C: 1.392 -5.746 -1.019  -0.068
C: 0.890 -4.642 -0.353  -0.369
O: -0.025 -3.870 -0.935  -0.287
H: -3.172 -0.193 3.516  0.035
H: -2.080 -1.050 4.438  0.059
H: 1.198 -3.262 2.829  0.086
H: 2.794 -4.909 2.461  0.090
H: 3.708 -6.815 1.219  0.076
H: 2.793 -7.391 -1.034  0.070
H: 1.000 -5.944 -2.011  0.099
Cl: -3.167 -3.481 -0.631  0.662
C: -3.029 -2.995 -2.320  -0.698
C: -2.054 -2.072 -2.644  -0.294
C: -2.006 -1.718 -3.975  -0.711
Cl: -0.777 -0.555 -4.483  0.625
C: -2.885 -2.203 -4.939  -0.716
Cl: -2.800 -1.682 -6.593  0.619
C: -3.858 -3.124 -4.560  -0.708
Cl: -4.972 -3.749 -5.729  0.624
C: -3.932 -3.535 -3.229  -0.705
Cl: -5.140 -4.679 -2.752  0.637
C: -4.031 1.449 -3.555  -0.410
S: -4.073 0.491 -2.041  0.747
C: -4.825 1.695 -0.945  -0.428
H: -5.030 1.702 -3.915  0.031
H: -3.533 0.841 -4.311  0.010
H: -3.451 2.365 -3.426  0.021
H: -4.280 2.641 -0.971  0.018
H: -4.744 1.290 0.064  0.005
H: -5.874 1.880 -1.183  0.027
N: 5.820 -2.578 0.593  0.072
C: 4.843 -2.575 -0.424  -0.440
C: 3.744 -1.755 -0.307  -0.049
N: 2.767 -1.792 -1.289  -0.178
C: 2.938 -2.688 -2.304  -0.113
C: 4.052 -3.462 -2.354  -0.176
N: 5.071 -3.420 -1.436  0.051
H: 5.962 -1.671 1.011  0.063
H: 6.680 -2.961 0.228  0.061
H: 3.545 -1.127 0.548  0.104
H: 2.134 -2.765 -3.022  0.111
H: 4.143 -4.178 -3.161  0.083
C: -0.759 4.491 4.271  -0.199
Si: 1.000 3.865 4.230  0.343
C: 1.160 2.393 5.361  -0.191
C: 2.114 5.233 4.886  -0.199
C: 1.489 3.405 2.497  -0.607
Te: 0.181 1.868 1.710  1.217
C: -1.124 3.270 0.767  -0.593
Si: -0.582 3.653 -0.974  0.359
C: -0.514 2.091 -1.979  -0.195
C: 1.093 4.483 -0.980  -0.196
C: -1.813 4.842 -1.756  -0.187
H: -1.009 4.819 5.284  0.025
H: -1.458 3.702 3.984  0.025
H: -0.908 5.340 3.598  0.025
H: 0.872 2.657 6.382  0.025
H: 2.186 2.018 5.385  0.031
H: 0.511 1.578 5.030  0.019
H: 1.825 5.525 5.899  0.019
H: 2.055 6.121 4.250  0.021
H: 3.159 4.915 4.912  0.022
H: 2.500 2.992 2.464  0.002
H: 1.455 4.248 1.805  -0.013
H: -1.192 4.136 1.429  -0.006
H: -2.093 2.763 0.766  -0.018
H: 0.449 1.586 -1.874  0.011
H: -0.674 2.294 -3.042  0.025
H: -1.295 1.394 -1.663  -0.004
H: 1.851 3.829 -0.544  0.022
H: 1.090 5.429 -0.432  0.025
H: 1.383 4.693 -2.014  0.028
H: -2.778 4.360 -1.929  0.005
H: -1.446 5.202 -2.722  0.024
H: -1.985 5.712 -1.116  0.023
C: 1.646 -0.847 -1.276  -0.237
H: 1.597 -0.398 -2.281  0.011
H: 1.932 -0.030 -0.605  -0.006

The value obtained for the strongest force on any atom is 0.80 eV Å⁻¹. The net charge is -2. As for the energy above the lowest of the compared OMol25 structures with the same formula, charge and spin: 95.7 kcal/mol. Its HOMO energy (spin up / spin down) is 0.703 / -0.080 eV. The calculated total energy comes out at -5516.8441 Ha. Its spin multiplicity is 1.